# 1
# C2H11N2O2

A 3-piece molecular cluster, C2H11N2O2 overall at a distorted geometry (ωB97M-V with the def2-TZVPD basis set, the OMol25 dataset).

The total energy is -9325.42611 eV. Its net charge is 0. Its HOMO-LUMO gap (spin up / spin down) is 5.46 / 9.14 eV. The HOMO energy (spin up / spin down) is -4.64 / -8.35 eV. The value obtained for the relative energy (zero: lowest compared OMol25 entry of this formula, charge and spin) is 12.01 kcal per mole. As for the spin multiplicity: 2.

Cartesian coordinates (Å):
C: 0.713 -0.501 0.199
N: -1.991 1.184 2.071
C: -0.701 0.783 1.718
N: -0.505 0.232 0.456
H: 1.481 0.159 -0.211
H: 1.045 -0.887 1.173
H: 0.478 -1.292 -0.520
H: -2.798 0.728 1.696
H: -2.120 1.860 2.793
H: 0.115 1.268 2.239
H: -1.347 0.159 -0.097
H: 4.218 -0.056 -2.118
H: 4.346 -1.358 -1.337
O: 3.690 -0.743 -1.684
H: -1.453 -0.437 -1.962
H: -2.811 -0.362 -2.591
O: -2.361 -0.737 -1.823

# 2
# C3H13N6S

A 2-piece molecular cluster, C3H13N6S overall at a distorted geometry (ωB97M-V with the def2-TZVPD basis set, the OMol25 dataset).

The total energy is -23090.54553 eV. Its net charge is +1. Its HOMO-LUMO gap is 9.63 eV. The HOMO energy is -12.08 eV. The value obtained for the relative energy (zero: lowest compared OMol25 entry of this formula, charge and spin) is 5.98 kcal per mole. As for the spin multiplicity: 1.

Cartesian coordinates (Å):
C: 0.954 0.686 -0.767
C: -1.477 -0.019 -1.570
C: 0.084 -0.938 1.897
N: 0.072 -0.195 -1.298
N: 0.959 -0.141 1.468
N: 2.285 0.672 -0.883
N: -1.702 1.275 -1.087
N: -0.011 -1.469 3.198
N: -1.763 -0.058 -2.912
S: 2.074 0.654 2.488
H: 0.474 1.688 -0.465
H: -1.945 -0.892 -1.086
H: -0.811 -1.386 1.371
H: 0.460 -1.064 -1.686
H: 2.799 1.290 -0.292
H: 2.781 -0.166 -1.165
H: -2.604 1.707 -1.442
H: -1.630 1.437 -0.040
H: 0.570 -1.188 3.945
H: -0.826 -1.914 3.442
H: -1.671 -0.883 -3.413
H: -1.283 0.727 -3.463
H: 2.210 0.175 3.758

# 3
# C9H68NO26

A 26-piece molecular cluster, C9H68NO26 overall at a distorted geometry (ωB97M-V with the def2-TZVPD basis set, the OMol25 dataset).

The total energy is -65163.25749 eV. Its net charge is -1. Its HOMO-LUMO gap is 4.65 eV. The HOMO energy is -3.68 eV. The value obtained for the relative energy (zero: lowest compared OMol25 entry of this formula, charge and spin) is 56.74 kcal per mole. As for the spin multiplicity: 1.

Cartesian coordinates (Å):
C: 15.102 16.530 13.405
C: 16.474 16.714 12.729
C: 17.352 17.444 13.783
C: 17.933 16.581 14.853
C: 18.710 15.486 14.110
C: 17.814 14.564 13.321
N: 17.073 15.403 12.306
O: 16.242 14.685 11.379
C: 17.078 13.656 14.249
C: 18.813 13.627 12.558
C: 16.375 17.694 11.602
H: 14.719 17.436 13.874
H: 15.194 15.767 14.178
H: 14.327 16.151 12.739
H: 16.819 18.277 14.243
H: 18.134 17.984 13.249
H: 17.151 16.329 15.569
H: 18.638 17.113 15.492
H: 19.281 14.937 14.859
H: 19.499 15.992 13.553
H: 16.451 12.970 13.679
H: 16.340 14.152 14.878
H: 17.651 13.103 14.994
H: 19.493 13.125 13.246
H: 19.495 14.179 11.911
H: 18.221 12.876 12.034
H: 16.304 18.724 11.950
H: 15.558 17.449 10.923
H: 17.342 17.652 11.101
O: 20.912 12.711 15.345
H: 20.174 13.125 15.792
H: 21.667 13.254 15.573
O: 21.024 18.112 14.606
H: 20.874 18.072 13.662
H: 20.259 17.682 14.989
O: 16.862 12.358 9.348
H: 16.916 13.199 9.801
H: 16.842 11.708 10.051
O: 14.718 20.464 14.186
H: 15.597 20.778 13.972
H: 14.842 19.909 14.956
O: 21.750 12.933 11.777
H: 20.859 12.779 12.090
H: 22.108 12.058 11.632
O: 15.883 12.602 17.770
H: 16.605 12.040 17.488
H: 15.193 12.448 17.124
O: 14.570 18.511 7.827
H: 13.911 19.204 7.856
H: 14.181 17.788 8.319
O: 12.458 19.660 12.784
H: 13.325 19.793 13.168
H: 12.170 18.815 13.129
O: 16.837 10.693 11.719
H: 16.944 9.792 12.024
H: 17.110 11.231 12.462
O: 18.503 15.376 9.379
H: 18.046 15.873 8.700
H: 17.851 15.261 10.071
O: 16.654 17.775 18.272
H: 17.562 18.075 18.230
H: 16.716 16.820 18.266
O: 13.498 16.344 10.305
H: 13.421 15.487 9.885
H: 14.299 16.284 10.826
O: 19.194 19.190 9.517
H: 19.455 18.649 8.772
H: 19.490 18.701 10.284
O: 12.272 17.457 14.815
H: 13.151 17.765 14.596
H: 12.231 17.511 15.770
O: 20.162 17.594 11.567
H: 20.884 17.159 11.113
H: 19.483 16.923 11.637
O: 21.160 15.532 17.308
H: 21.609 15.487 16.464
H: 21.861 15.658 17.947
O: 14.682 18.968 16.285
H: 15.551 18.922 16.683
H: 14.082 19.049 17.026
O: 17.109 21.168 13.087
H: 17.551 21.317 12.251
H: 17.193 21.998 13.555
O: 13.556 12.610 12.847
H: 14.309 13.101 12.517
H: 13.790 12.390 13.749
O: 19.176 13.862 17.247
H: 18.353 14.296 17.467
H: 19.855 14.472 17.536
O: 17.456 17.451 7.808
H: 17.535 18.021 7.043
H: 16.809 17.885 8.364
O: 18.637 11.328 17.867
H: 18.836 12.220 17.584
H: 19.070 11.243 18.716
O: 14.924 21.179 10.309
H: 15.037 20.356 10.784
H: 15.589 21.152 9.621
O: 14.115 13.755 9.281
H: 15.002 13.827 9.633
H: 13.802 12.905 9.591
O: 21.209 10.677 13.733
H: 21.092 11.437 14.302
H: 22.094 10.367 13.925